This record from OMol25 describes one molecule with the formula C2H8N4 in a non-equilibrium geometry. The level of theory is ωB97M-V/def2-TZVPD.

Atoms and positions in Å:
C (1.194, -1.079, 0.568)
N (1.434, 0.756, -0.978)
C (-0.626, 0.393, -0.044)
N (-1.470, -0.402, 0.751)
N (-1.117, 1.500, -0.750)
N (0.595, -0.015, -0.284)
H (2.263, 0.225, -1.232)
H (-2.430, -0.293, 0.504)
H (-1.414, -0.156, 1.748)
H (-2.019, 1.312, -1.201)
H (-0.409, 1.796, -1.424)
H (0.556, -1.956, 0.488)
H (2.213, -1.295, 0.235)
H (1.230, -0.787, 1.617)

For the HOMO-LUMO gap, the calculation gives 7.384 eV. For the LUMO energy, the calculation gives 0.76 eV. As for the highest occupied orbital energy: -6.625 eV. The value obtained for the molar mass is 88.11 g mol⁻¹.